# 1
Below is 4 unconnected molecules or ions with the total composition C3H13NO3 in a non-equilibrium geometry, with properties calculated with wB97M-V/def2-TZVPD.

Geometry as XYZ:
```
20
Properties=species:S:1:pos:R:3
C -2.59029 1.31743 0.20470
C -1.60589 0.21450 -0.12969
C -1.49538 -0.86640 0.64334
N -0.41488 -1.74096 0.61555
H -3.06714 1.27388 1.18104
H -2.12869 2.27417 -0.03288
H -3.43497 1.20317 -0.48075
H -1.02819 0.38743 -1.02415
H -2.22016 -1.02509 1.43027
H -0.50789 -2.72172 0.86802
H 0.27639 -1.55510 -0.10087
O 1.45386 -0.93232 -1.97747
H 1.71939 -0.08402 -1.57125
H 1.78077 -0.97279 -2.87255
O 1.47216 0.28717 1.71425
H 1.10892 -0.58255 1.48495
H 0.72074 0.85919 1.90511
O 2.13221 1.42256 -0.78057
H 1.46914 2.06662 -1.05678
H 1.76892 0.98550 0.01936
```

- M: 111.14 g mol⁻¹
- Frontier orbital gap: 9.0 eV
- SMILES: C/C=C/N.O.O.O
- Energy above the lowest of the compared OMol25 structures with the same formula, charge and spin: 12.3 kcal per mole
- E_HOMO: -8.21 eV
- Total energy: -402.56077 a.u.

***

# 2
Below is a molecular structure, C23H31MnN2O4 in a non-equilibrium geometry, with properties calculated with wB97M-V/def2-TZVPD.

Geometry as XYZ:
```
61
Properties=species:S:1:pos:R:3
Mn 0.21237 0.02433 -1.15588
C -1.10381 1.75215 -1.84145
C -0.00220 2.23893 -1.09837
C 1.19306 1.88280 -1.77953
H -0.07616 2.89533 -0.22633
C 0.84443 1.06457 -2.87501
C -0.58908 1.02249 -2.95956
H -1.16593 0.63366 -3.77119
H -2.13096 2.03982 -1.62063
H 2.17318 2.24177 -1.60073
H 1.61630 0.67106 -3.55329
C -0.15894 -2.07746 -0.36510
C -0.80410 -1.96928 -1.63238
C 0.20280 -1.64845 -2.57630
H -1.83303 -2.23449 -1.83954
C 1.45480 -1.54501 -1.90822
C 1.21080 -1.80011 -0.53241
H 1.98817 -1.85333 0.23860
H -0.57833 -2.50207 0.55869
H 0.08967 -1.62256 -3.68302
H 2.43853 -1.38412 -2.29996
O 1.52258 1.69836 0.89233
C 5.77471 -0.16243 -0.96857
C 5.18219 0.70635 -0.00675
C 5.43177 0.30577 -2.34166
C 5.53819 -1.54163 -0.56349
C 2.67598 1.35973 0.98061
H 5.11134 1.80541 -0.21507
H 5.23120 0.57209 1.06359
H 3.09972 0.51851 1.57618
H 3.49788 2.47640 1.11350
H 6.21625 0.12409 -3.07860
H 5.12534 1.35359 -2.28741
H 4.43700 -0.08868 -2.57588
H 6.41345 -2.20642 -0.62639
H 4.75396 -1.94474 -1.20321
H 5.02216 -1.57935 0.38658
C -3.50605 -2.43356 2.00484
C -4.29430 -1.14131 1.83004
C -3.42685 0.14631 1.88812
C -4.23759 1.45385 1.71589
C -5.28535 1.42845 0.63248
C -2.76860 0.24470 3.27828
O -3.40886 0.09055 4.29732
N -1.40731 0.56811 3.30573
C -0.53440 0.10091 2.29149
O 0.66489 -0.19981 2.48666
N -1.03525 0.16868 1.00478
C -2.33927 0.09241 0.80190
O -2.76359 -0.05753 -0.39070
H -2.92130 -2.67932 1.11120
H -4.20933 -3.26058 2.17969
H -2.83513 -2.37566 2.87066
H -4.82305 -1.16181 0.86840
H -5.05246 -1.05629 2.62546
H -4.69352 1.69056 2.68657
H -3.49178 2.23760 1.53234
H -6.20705 1.00523 1.02182
H -5.46930 2.45386 0.32673
H -4.93423 0.84956 -0.21662
H -1.03557 0.60801 4.22279
```

- M: 454.45 g mol⁻¹
- Frontier orbital gap (alpha / beta): 3.0 / 5.5 eV
- <S²>: 6.064
- Charge: -2
- Multiplicity: 5
- E_HOMO (alpha / beta): 1.76 / -0.73 eV
- Total energy: -2456.26150 a.u.

***

# 3
Below is 4 unconnected molecules or ions with the total composition C15H24FNO8 in a non-equilibrium geometry, with properties calculated with wB97M-V/def2-TZVPD.

Geometry as XYZ:
```
49
Properties=species:S:1:pos:R:3
C -4.47831 -4.06948 3.37196
C -3.18950 -3.32852 3.64607
F -3.03943 -2.34760 2.68985
N -2.06344 -4.23985 3.66936
C -1.40549 -4.39472 2.41585
O -0.41301 -3.83097 2.16134
O -1.89792 -5.29699 1.56424
H -4.79544 -4.56600 4.27089
H -5.23773 -3.40788 2.98617
H -4.30535 -4.84207 2.63548
H -3.23812 -2.83611 4.60450
H -1.36097 -3.90140 4.31144
H -2.82892 -5.13151 1.37953
O 2.46939 1.86761 2.74678
C 1.70457 1.03788 2.35073
C 1.46732 0.62518 0.90900
C 0.15210 -0.13400 1.00039
C 0.19271 -0.68986 2.41226
O 0.92989 0.29258 3.17551
H 2.28641 -0.01894 0.58496
H 1.39245 1.49588 0.26356
H 0.03503 -0.90495 0.24090
H -0.68213 0.56553 0.90242
H 0.71995 -1.64100 2.46732
H -0.79419 -0.81130 2.84266
O 2.71699 -1.11058 -2.29078
C 3.17451 -0.04788 -2.59329
C 4.63836 0.34031 -2.55434
C 4.57610 1.86234 -2.64380
C 3.29346 2.08371 -3.43163
O 2.43141 0.98423 -3.06160
H 5.13907 -0.10225 -3.41650
H 5.10255 -0.00280 -1.63432
H 5.44809 2.31571 -3.11099
H 4.47309 2.28498 -1.64293
H 3.45554 2.04586 -4.51049
H 2.80467 3.02174 -3.18361
O 0.31018 3.91975 -3.73344
C -0.60038 3.62889 -3.01701
C -0.65120 2.47180 -2.04293
C -2.14284 2.37057 -1.73251
C -2.60234 3.80910 -1.92240
O -1.74847 4.34516 -2.94847
H -0.06832 2.73327 -1.15817
H -0.26526 1.56269 -2.49569
H -2.36676 1.97495 -0.74329
H -2.62682 1.72626 -2.46788
H -2.47430 4.40933 -1.01892
H -3.63722 3.88133 -2.24817
```

- M: 365.35 g mol⁻¹
- Frontier orbital gap: 10.4 eV
- SMILES: C[C@H](F)NC(=O)O.O=C1CCCO1.O=C1CCCO1.O=C1CCCO1
- E_HOMO: -10.00 eV
- Total energy: -1342.55199 a.u.

***

# 4
Below is a single C9H16P2 molecule in a non-equilibrium geometry, with properties calculated with wB97M-V/def2-TZVPD.

Geometry as XYZ:
```
27
Properties=species:S:1:pos:R:3
C -2.70956 1.22594 0.42965
C -1.95537 0.76784 1.47935
C -0.84535 -0.19626 1.38196
C -0.14184 -0.13990 -0.17054
C -1.30371 -0.23060 -1.18089
C -2.34955 0.89135 -0.97160
C 0.70869 -1.28855 -0.41035
C 2.08016 -1.37545 0.30516
C 3.02356 -0.29180 -0.18652
P 2.65976 1.46224 0.33397
P 0.55800 1.72414 -0.24452
H -3.53305 1.88959 0.56060
H -2.47514 1.06616 2.49116
H -0.11761 0.02949 2.17580
H -1.17945 -1.20630 1.54309
H -1.89469 -1.12110 -1.03360
H -0.80371 -0.24371 -2.14545
H -3.32026 0.52381 -1.35178
H -1.86945 1.82808 -1.48153
H 0.82432 -1.35057 -1.49673
H 0.03193 -2.14768 -0.15687
H 1.92526 -1.23957 1.36406
H 2.43402 -2.41527 -0.02559
H 4.06067 -0.46731 -0.04499
H 2.87621 -0.21288 -1.27795
H 2.47155 1.05599 1.70882
H 0.84462 1.46231 -1.59471
```

- M: 186.18 g mol⁻¹
- Frontier orbital gap: 9.7 eV
- SMILES: C1=CC[C@]2(CC1)CCC[PH]#[PH]2
- Energy above the lowest of the compared OMol25 structures with the same formula, charge and spin: 0.0 kcal per mole
- E_HOMO: -8.79 eV
- Total energy: -1035.15933 a.u.

***

Question: Which of these has the lowest total energy?
Answer: C23H31MnN2O4

***

Copy entry 3 word for word.
Below is 4 unconnected molecules or ions with the total composition C15H24FNO8 in a non-equilibrium geometry, with properties calculated with wB97M-V/def2-TZVPD.

Geometry as XYZ:
```
49
Properties=species:S:1:pos:R:3
C -4.47831 -4.06948 3.37196
C -3.18950 -3.32852 3.64607
F -3.03943 -2.34760 2.68985
N -2.06344 -4.23985 3.66936
C -1.40549 -4.39472 2.41585
O -0.41301 -3.83097 2.16134
O -1.89792 -5.29699 1.56424
H -4.79544 -4.56600 4.27089
H -5.23773 -3.40788 2.98617
H -4.30535 -4.84207 2.63548
H -3.23812 -2.83611 4.60450
H -1.36097 -3.90140 4.31144
H -2.82892 -5.13151 1.37953
O 2.46939 1.86761 2.74678
C 1.70457 1.03788 2.35073
C 1.46732 0.62518 0.90900
C 0.15210 -0.13400 1.00039
C 0.19271 -0.68986 2.41226
O 0.92989 0.29258 3.17551
H 2.28641 -0.01894 0.58496
H 1.39245 1.49588 0.26356
H 0.03503 -0.90495 0.24090
H -0.68213 0.56553 0.90242
H 0.71995 -1.64100 2.46732
H -0.79419 -0.81130 2.84266
O 2.71699 -1.11058 -2.29078
C 3.17451 -0.04788 -2.59329
C 4.63836 0.34031 -2.55434
C 4.57610 1.86234 -2.64380
C 3.29346 2.08371 -3.43163
O 2.43141 0.98423 -3.06160
H 5.13907 -0.10225 -3.41650
H 5.10255 -0.00280 -1.63432
H 5.44809 2.31571 -3.11099
H 4.47309 2.28498 -1.64293
H 3.45554 2.04586 -4.51049
H 2.80467 3.02174 -3.18361
O 0.31018 3.91975 -3.73344
C -0.60038 3.62889 -3.01701
C -0.65120 2.47180 -2.04293
C -2.14284 2.37057 -1.73251
C -2.60234 3.80910 -1.92240
O -1.74847 4.34516 -2.94847
H -0.06832 2.73327 -1.15817
H -0.26526 1.56269 -2.49569
H -2.36676 1.97495 -0.74329
H -2.62682 1.72626 -2.46788
H -2.47430 4.40933 -1.01892
H -3.63722 3.88133 -2.24817
```

- M: 365.35 g mol⁻¹
- Frontier orbital gap: 10.4 eV
- SMILES: C[C@H](F)NC(=O)O.O=C1CCCO1.O=C1CCCO1.O=C1CCCO1
- E_HOMO: -10.00 eV
- Total energy: -1342.55199 a.u.

***

Question: Look up the M of the second one.
Answer: 454.45 g mol⁻¹